ORCA calculation (the ωB97M-V functional and the def2-TZVPD basis) on a 2-piece molecular cluster, C6H16 overall.

```
22
Properties=species:S:1:pos:R:3:lowdin_charge:R:1
C 1.431 -1.127 -0.843 -0.04
C 0.908 0.284 -0.649 -0.40
C 1.944 1.327 -0.863 -0.02
C -2.448 -0.205 1.632 -0.11
C -0.376 0.398 -1.517 -0.01
C -1.016 -0.517 1.946 -0.10
H 2.361 1.116 -1.866 0.14
H -3.023 -0.593 2.486 0.10
H -1.211 -0.190 -1.139 0.09
H 2.844 1.266 -0.243 0.11
H -0.230 -0.010 -2.524 0.12
H 1.579 -1.415 -1.886 0.11
H -0.313 0.247 1.441 0.09
H 1.601 2.360 -0.846 0.10
H 0.653 -1.816 -0.502 0.09
H -0.639 1.446 -1.666 0.10
H -0.595 -1.483 1.663 0.09
H -0.739 -0.410 2.996 0.10
H -2.616 0.873 1.618 0.09
H 2.375 -1.347 -0.345 0.10
H -2.887 -0.640 0.741 0.08
H 0.398 0.434 0.366 0.15
```

As for the spin multiplicity: 2. Its orbital gap (alpha / beta) is 13.20 / 6.24 eV. For the total energy, the calculation gives -237.7972 Ha. Its net charge is +1. The energy above the lowest of the compared OMol25 structures with the same formula, charge and spin is 7.2 kJ/mol. Its expectation value of S² is 0.754.